No. 1
Formula: C5H8O
Source: the Open Molecules 2025 dataset
Level of theory: ωB97M-V with the def2-TZVPD basis set

## Properties
**HOMO**: -7.680 eV
**ΔE to the lowest compared entry with this formula, charge and spin**: 616.9 kJ/mol
**Frontier orbital gap**: 8.36 eV
**E**: -7355.86178 eV

Geometry (Å):
C -0.149 -1.534 0.743
C 0.091 0.187 -0.076
C -1.123 1.065 -0.257
C -0.116 1.468 0.733
C 1.166 0.048 -1.064
O 2.045 -0.795 -1.088
H -1.196 -1.710 0.495
H 0.581 -2.093 0.157
H 0.023 -1.674 1.825
H -1.193 1.499 -1.264
H -2.075 0.644 0.086
H 0.198 -0.239 1.048
H 0.635 2.234 0.523
H 1.113 0.878 -1.805

Löwdin population analysis, charges in e, atoms 1 to 4: number 1, C, carries 0.08; number 2, C, carries -0.41; number 3, C, carries -0.16; number 4, C, carries -0.08


No. 2
Formula: C5H8O
Source: the Open Molecules 2025 dataset
Level of theory: ωB97M-V with the def2-TZVPD basis set

## Properties
**HOMO (spin up / spin down)**: -6.591 / -6.765 eV
**ΔE to the lowest compared entry with this formula, charge and spin**: 636.7 kJ/mol
**Frontier orbital gap (spin up / spin down)**: 7.63 / 7.78 eV
**E**: -7355.65678 eV

Geometry (Å):
C 1.465 -0.259 0.660
C 0.879 0.323 -0.540
C -0.628 0.098 -0.861
C -1.239 -0.813 0.207
O -1.139 0.287 1.156
C -1.040 1.130 0.071
H 1.356 -1.319 0.860
H 2.084 0.318 1.340
H 1.790 -0.447 -0.737
H 1.263 1.286 -0.872
H -0.894 0.032 -1.916
H -0.702 -1.698 0.549
H -2.291 -1.034 0.009
H -0.825 2.183 0.208

Löwdin population analysis, charges in e, atoms 1 to 4: number 1, C, carries -0.06; number 2, C, carries -0.24; number 3, C, carries -0.23; number 4, C, carries -0.13


No. 3
Formula: C5H8O
Source: the Open Molecules 2025 dataset
Level of theory: ωB97M-V with the def2-TZVPD basis set

## Properties
**HOMO**: -8.745 eV
**ΔE to the lowest compared entry with this formula, charge and spin**: 198.8 kJ/mol
**SMILES**: CCC=C=CO
**Frontier orbital gap**: 9.55 eV
**E**: -7360.19522 eV

Geometry (Å):
C 0.979 -1.722 0.248
C 1.426 -0.376 -0.309
C 0.380 0.674 -0.579
C -0.896 0.710 -0.281
C -2.128 1.114 -0.084
O -2.562 1.806 1.013
H 0.336 -2.260 -0.456
H 1.866 -2.338 0.434
H 0.439 -1.620 1.195
H 2.154 0.072 0.382
H 1.971 -0.536 -1.249
H 0.760 1.561 -1.094
H -2.937 0.927 -0.784
H -1.787 1.988 1.563

Löwdin population analysis, charges in e, atoms 1 to 4: number 1, C, carries -0.12; number 2, C, carries -0.27; number 3, C, carries -0.12; number 4, C, carries -0.02


No. 4
Formula: C5H8O
Source: the Open Molecules 2025 dataset
Level of theory: ωB97M-V with the def2-TZVPD basis set

## Properties
**HOMO**: -8.570 eV
**ΔE to the lowest compared entry with this formula, charge and spin**: 461.7 kJ/mol
**SMILES**: C#CC(=C)C.O
**Frontier orbital gap**: 9.41 eV
**E**: -7357.47025 eV

Geometry (Å):
C -0.958 -2.231 0.874
C -0.635 -1.219 0.295
C 0.347 0.075 -0.233
C 1.098 -0.091 -1.326
C 0.769 0.889 0.954
H -1.402 -3.060 1.375
H 0.779 -0.698 -2.163
H 2.087 0.353 -1.371
H -0.038 0.967 1.684
H 1.061 1.897 0.645
H 1.616 0.411 1.451
O -1.499 0.966 -1.056
H -1.473 1.692 -0.414
H -1.753 0.048 -0.716

Löwdin population analysis, charges in e, atoms 1 to 4: number 1, C, carries 0.08; number 2, C, carries -0.07; number 3, C, carries -0.38; number 4, C, carries 0.01


No. 5
Formula: C5H8O
Source: the Open Molecules 2025 dataset
Level of theory: ωB97M-V with the def2-TZVPD basis set

## Properties
**HOMO**: -9.708 eV
**ΔE to the lowest compared entry with this formula, charge and spin**: 189.0 kJ/mol
**SMILES**: C[C@H]1C[C@H]1C=O
**Frontier orbital gap**: 10.75 eV
**E**: -7360.29640 eV

Geometry (Å):
C 0.544 -0.414 1.453
C 0.897 -0.124 -0.034
C 0.115 -0.878 -1.057
C -0.107 0.607 -0.914
C -1.411 1.095 -0.401
O -1.843 2.212 -0.568
H -0.339 -1.049 1.679
H 1.385 -0.902 1.956
H 0.336 0.539 1.939
H 1.951 0.049 -0.204
H -0.319 -1.472 -0.260
H 0.472 -1.287 -2.006
H 0.341 1.282 -1.647
H -2.002 0.321 0.134

Löwdin population analysis, charges in e, atoms 1 to 4: number 1, C, carries -0.07; number 2, C, carries -0.29; number 3, C, carries -0.08; number 4, C, carries -0.20


No. 6
Formula: C5H8O
Source: the Open Molecules 2025 dataset
Level of theory: ωB97M-V with the def2-TZVPD basis set

## Properties
**HOMO**: -8.959 eV
**ΔE to the lowest compared entry with this formula, charge and spin**: 218.3 kJ/mol
**Frontier orbital gap**: 10.08 eV
**E**: -7359.99316 eV

Geometry (Å):
C -0.591 1.824 -0.131
C -0.739 0.305 0.005
C 0.207 -0.645 -0.624
C 0.313 -1.931 -0.295
C 1.316 -0.525 1.666
O 2.443 -0.368 1.669
H -0.066 2.338 0.688
H -0.066 2.074 -1.057
H -1.593 2.264 -0.184
H -1.160 -0.004 0.968
H -1.378 -0.132 -0.822
H 0.671 -0.232 -1.517
H -0.265 -2.361 0.525
H 0.906 -2.608 -0.889

Löwdin population analysis, charges in e, atoms 1 to 4: number 1, C, carries -0.10; number 2, C, carries -0.30; number 3, C, carries -0.30; number 4, C, carries -0.07


No. 7
Formula: C5H8O
Source: the Open Molecules 2025 dataset
Level of theory: ωB97M-V with the def2-TZVPD basis set

## Properties
**HOMO**: -6.732 eV
**ΔE to the lowest compared entry with this formula, charge and spin**: 531.4 kJ/mol
**Frontier orbital gap**: 5.44 eV
**E**: -7356.74755 eV

Geometry (Å):
C 2.026 0.181 -0.314
C -2.388 -0.641 -0.258
C -1.059 -0.500 -0.062
O -0.375 -1.678 0.093
C -0.355 0.728 0.078
C 1.042 0.741 0.616
H 1.405 1.760 0.324
H 1.943 0.501 -1.349
H 2.731 -0.596 -0.007
H -2.981 0.172 -0.641
H -2.930 -1.499 0.105
H 0.561 -1.439 0.042
H -0.728 1.657 -0.328
H 1.110 0.614 1.702

Löwdin population analysis, charges in e, atoms 1 to 4: number 1, C, carries 0.03; number 2, C, carries 0.08; number 3, C, carries -0.45; number 4, O, carries 0.02


No. 8
Formula: C5H8O
Source: the Open Molecules 2025 dataset
Level of theory: ωB97M-V with the def2-TZVPD basis set

## Properties
**HOMO**: -9.614 eV
**ΔE to the lowest compared entry with this formula, charge and spin**: 370.1 kJ/mol
**SMILES**: C=C1C[C@H]2O[C@@H]12.[H][H]
**Frontier orbital gap**: 10.73 eV
**E**: -7358.41905 eV

Geometry (Å):
C 1.557 -0.815 -0.500
C 0.319 -0.430 -0.230
C -0.900 -1.084 0.431
C -1.717 0.091 -0.127
O -1.184 1.265 0.462
C -0.518 0.730 -0.688
H 2.213 -0.196 -1.108
H 1.957 -1.756 -0.134
H -1.142 -2.060 0.001
H -0.901 -1.139 1.524
H -2.742 0.110 -0.481
H -0.385 1.393 -1.536
H 1.481 1.669 1.124
H 1.962 2.222 1.262

Löwdin population analysis, charges in e, atoms 1 to 4: number 1, C, carries 0.05; number 2, C, carries -0.27; number 3, C, carries -0.05; number 4, C, carries -0.22


No. 9
Formula: C5H8O
Source: the Open Molecules 2025 dataset
Level of theory: ωB97M-V with the def2-TZVPD basis set

## Properties
**HOMO**: -10.069 eV
**ΔE to the lowest compared entry with this formula, charge and spin**: 197.2 kJ/mol
**SMILES**: C#C[C@@H](C)CO
**Frontier orbital gap**: 11.09 eV
**E**: -7360.21145 eV

Geometry (Å):
C -0.307 -2.388 0.433
C -0.380 -1.241 0.065
C -0.324 0.156 -0.392
C -1.277 1.063 0.396
C 1.132 0.647 -0.262
O 2.058 -0.217 -0.869
H -0.270 -3.405 0.754
H -0.592 0.176 -1.458
H -1.043 1.030 1.467
H -2.321 0.764 0.261
H -1.168 2.098 0.052
H 1.228 1.613 -0.768
H 1.354 0.801 0.809
H 1.911 -1.096 -0.488

Löwdin population analysis, charges in e, atoms 1 to 4: number 1, C, carries 0.13; number 2, C, carries -0.12; number 3, C, carries -0.37; number 4, C, carries -0.07


No. 10
Formula: C5H8O
Source: the Open Molecules 2025 dataset
Level of theory: ωB97M-V with the def2-TZVPD basis set

## Properties
**HOMO**: -9.626 eV
**ΔE to the lowest compared entry with this formula, charge and spin**: 263.9 kJ/mol
**SMILES**: C#C[C@H](C)OC
**Frontier orbital gap**: 10.69 eV
**E**: -7359.52044 eV

Geometry (Å):
C -1.116 1.745 -0.947
C -0.639 0.646 -0.823
C -0.176 -0.705 -0.453
C -1.071 -1.157 0.711
O 1.204 -0.807 -0.128
C 1.915 0.384 0.135
H -1.555 2.714 -1.024
H -0.318 -1.393 -1.298
H -2.050 -1.457 0.324
H -0.611 -1.993 1.240
H -1.236 -0.334 1.410
H 1.942 1.046 -0.742
H 2.934 0.070 0.374
H 1.500 0.942 0.986

Löwdin population analysis, charges in e, atoms 1 to 4: number 1, C, carries 0.13; number 2, C, carries -0.11; number 3, C, carries -0.41; number 4, C, carries -0.04


No. 11
Formula: C5H8O
Source: the Open Molecules 2025 dataset
Level of theory: ωB97M-V with the def2-TZVPD basis set

## Properties
**HOMO**: -10.054 eV
**ΔE to the lowest compared entry with this formula, charge and spin**: 200.8 kJ/mol
**SMILES**: C#C[C@@H](C)CO
**Frontier orbital gap**: 11.08 eV
**E**: -7360.17390 eV

Geometry (Å):
C 2.347 0.364 -0.561
C 1.186 0.040 -0.541
C -0.261 -0.189 -0.446
C -0.600 -1.594 0.064
C -0.870 0.880 0.495
O -0.359 2.170 0.289
H 3.383 0.611 -0.623
H -0.676 -0.043 -1.453
H -0.166 -1.753 1.059
H -0.225 -2.369 -0.612
H -1.687 -1.700 0.147
H -1.944 0.944 0.299
H -0.735 0.543 1.540
H 0.606 2.096 0.342

Löwdin population analysis, charges in e, atoms 1 to 4: number 1, C, carries 0.13; number 2, C, carries -0.12; number 3, C, carries -0.37; number 4, C, carries -0.07


No. 12
Formula: C5H8O
Source: the Open Molecules 2025 dataset
Level of theory: ωB97M-V with the def2-TZVPD basis set

## Properties
**HOMO**: -9.744 eV
**ΔE to the lowest compared entry with this formula, charge and spin**: 113.1 kJ/mol
**SMILES**: C[C@H]1C[C@H]1C=O
**Frontier orbital gap**: 10.80 eV
**E**: -7361.08255 eV

Geometry (Å):
C -0.159 -0.047 -1.659
C -0.404 -0.721 -0.329
C 0.702 -0.984 0.637
C -0.347 0.036 0.983
C 0.032 1.467 1.079
O -0.661 2.267 1.664
H 0.692 0.641 -1.617
H 0.062 -0.800 -2.422
H -1.036 0.522 -1.986
H -1.196 -1.468 -0.348
H 1.685 -0.586 0.390
H 0.709 -1.895 1.224
H -1.094 -0.219 1.731
H 1.014 1.789 0.654

Löwdin population analysis, charges in e, atoms 1 to 4: number 1, C, carries -0.07; number 2, C, carries -0.29; number 3, C, carries -0.09; number 4, C, carries -0.22


No. 13
Formula: C5H8O
Source: the Open Molecules 2025 dataset
Level of theory: ωB97M-V with the def2-TZVPD basis set

## Properties
**HOMO**: -9.297 eV
**ΔE to the lowest compared entry with this formula, charge and spin**: 205.5 kJ/mol
**SMILES**: C=C1CCOC1
**Frontier orbital gap**: 10.27 eV
**E**: -7360.12588 eV

Geometry (Å):
C 1.521 -0.235 -1.342
C 0.368 -0.137 -0.643
C 0.336 -0.546 0.844
C -0.986 0.008 1.322
O -1.790 0.191 0.217
C -0.936 0.492 -0.933
H 2.440 -0.423 -0.855
H 1.661 -0.008 -2.390
H 1.150 0.002 1.542
H 0.572 -1.672 1.045
H -1.465 -0.597 2.110
H -0.658 0.964 1.836
H -1.353 0.308 -1.924
H -0.861 1.653 -0.828

Löwdin population analysis, charges in e, atoms 1 to 4: number 1, C, carries 0.05; number 2, C, carries -0.28; number 3, C, carries -0.15; number 4, C, carries -0.28


No. 14
Formula: C5H8O
Source: the Open Molecules 2025 dataset
Level of theory: ωB97M-V with the def2-TZVPD basis set

## Properties
**HOMO**: -9.056 eV
**ΔE to the lowest compared entry with this formula, charge and spin**: 496.7 kJ/mol
**SMILES**: CCC#CCO
**Frontier orbital gap**: 9.22 eV
**E**: -7357.10683 eV

Geometry (Å):
C 0.886 0.337 -1.805
C -0.139 1.006 -1.006
C -1.019 0.044 -0.396
C -0.789 0.118 0.807
C -0.630 -0.647 1.990
O 0.384 -1.605 1.941
H 0.453 -0.072 -2.717
H 1.598 1.091 -2.123
H 1.460 -0.491 -1.388
H 0.313 1.625 -0.054
H -0.710 1.840 -1.382
H -1.614 -1.110 2.162
H -0.419 0.035 2.804
H 0.227 -2.171 1.168

Löwdin population analysis, charges in e, atoms 1 to 4: number 1, C, carries -0.12; number 2, C, carries -0.36; number 3, C, carries -0.03; number 4, C, carries -0.02


No. 15
Formula: C5H8O
Source: the Open Molecules 2025 dataset
Level of theory: ωB97M-V with the def2-TZVPD basis set

## Properties
**HOMO**: -8.298 eV
**ΔE to the lowest compared entry with this formula, charge and spin**: 535.5 kJ/mol
**Frontier orbital gap**: 9.35 eV
**E**: -7356.70504 eV

Geometry (Å):
C -1.464 -0.431 1.180
C -0.572 0.704 -0.866
C 0.764 1.263 -1.228
C 0.688 -0.202 -1.023
C 0.845 -0.568 0.426
O -0.223 0.251 0.980
H -1.455 -0.898 2.167
H -2.240 0.332 1.101
H -1.642 -1.180 0.398
H 1.373 1.922 -0.612
H 0.672 1.586 -2.265
H 0.803 -0.927 -1.823
H 1.768 -0.226 0.907
H 0.683 -1.626 0.659

Löwdin population analysis, charges in e, atoms 1 to 4: number 1, C, carries -0.10; number 2, C, carries 0.09; number 3, C, carries -0.18; number 4, C, carries -0.29


No. 16
Formula: C5H8O
Source: the Open Molecules 2025 dataset
Level of theory: ωB97M-V with the def2-TZVPD basis set

## Properties
**HOMO**: -9.377 eV
**ΔE to the lowest compared entry with this formula, charge and spin**: 72.7 kJ/mol
**SMILES**: OC1CC=CC1
**Frontier orbital gap**: 10.44 eV
**E**: -7361.50223 eV

Geometry (Å):
O 0.979 0.326 1.822
C 0.867 0.357 0.410
C 0.654 -1.054 -0.201
C -0.739 -1.007 -0.776
C -1.272 0.210 -0.708
C -0.337 1.208 -0.075
H 0.161 -0.052 2.172
H 1.812 0.790 0.075
H 0.775 -1.820 0.574
H 1.394 -1.280 -0.979
H -1.223 -1.878 -1.210
H -2.256 0.484 -1.080
H -0.030 1.977 -0.796
H -0.785 1.741 0.773

Löwdin population analysis, charges in e, atoms 1 to 4: number 1, O, carries -0.04; number 2, C, carries -0.37; number 3, C, carries -0.14; number 4, C, carries -0.10


No. 17
Formula: C5H8O
Source: the Open Molecules 2025 dataset
Level of theory: ωB97M-V with the def2-TZVPD basis set

## Properties
**HOMO (spin up / spin down)**: -8.525 / -8.525 eV
**ΔE to the lowest compared entry with this formula, charge and spin**: 426.9 kJ/mol
**Frontier orbital gap (spin up / spin down)**: 8.07 / 8.07 eV
**E**: -7357.83081 eV

Geometry (Å):
C -0.071 -0.141 -1.774
C 0.020 -0.465 -0.301
C 1.031 0.256 0.560
C 0.050 0.373 1.684
C -1.156 0.002 1.016
O -2.268 -0.435 1.310
H -0.926 -0.610 -2.270
H -0.090 0.935 -1.981
H 0.838 -0.546 -2.244
H 0.029 -1.542 -0.131
H 1.864 -0.400 0.836
H 1.445 1.188 0.160
H 0.268 0.397 2.754
H -1.033 0.989 0.382

Löwdin population analysis, charges in e, atoms 1 to 4: number 1, C, carries -0.07; number 2, C, carries -0.22; number 3, C, carries -0.19; number 4, C, carries 0.06


No. 18
Formula: C5H8O
Source: the Open Molecules 2025 dataset
Level of theory: ωB97M-V with the def2-TZVPD basis set

## Properties
**HOMO**: -9.652 eV
**ΔE to the lowest compared entry with this formula, charge and spin**: 153.1 kJ/mol
**SMILES**: CC1(C=O)CC1
**Frontier orbital gap**: 10.62 eV
**E**: -7360.66812 eV

Geometry (Å):
C 1.484 0.301 0.508
C 0.109 0.103 -0.122
C -0.517 1.371 -0.597
O -0.330 2.419 -0.021
C -0.278 -1.285 -0.562
C -1.142 -0.611 0.439
H 2.243 -0.173 -0.133
H 1.701 1.373 0.545
H 1.585 -0.103 1.520
H -1.287 1.291 -1.391
H -0.653 -1.527 -1.554
H 0.387 -2.036 -0.138
H -1.223 -0.892 1.481
H -2.078 -0.230 0.026

Löwdin population analysis, charges in e, atoms 1 to 4: number 1, C, carries -0.03; number 2, C, carries -0.41; number 3, C, carries -0.24; number 4, O, carries 0.04